Record 1
{"formula": "C23H23PPdSb", "method": "ωB97M-V/def2-TZVPD", "species": ["C", "C", "C", "C", "C", "Pd", "P", "H", "H", "H", "H", "H", "H", "H", "H", "C", "C", "C", "C", "C", "C", "Sb", "C", "C", "C", "C", "C", "C", "C", "C", "C", "C", "C", "C", "H", "H", "H", "H", "H", "H", "H", "H", "H", "H", "H", "H", "H", "H", "H"], "xyz": [[1.2165, -0.2471, -1.6160], [0.2152, -0.1128, -2.6778], [-0.7531, -1.0516, -2.4733], [-0.2938, -1.9668, -1.5080], [0.9915, -1.5235, -1.0064], [-0.6591, 0.0813, -0.9119], [-0.3885, 2.5559, 0.6779], [1.9412, 0.4463, -1.3538], [-0.0006, 0.6681, -3.3767], [-1.6535, -1.0866, -2.9949], [1.6860, -1.9213, -0.3101], [-1.0589, -2.6590, -1.2696], [-1.3060, 3.1465, 1.5418], [-0.4881, 3.5716, -0.2988], [0.6516, 3.2656, 1.4376], [-0.9667, 2.8201, 5.9900], [0.2550, 2.8051, 5.3293], [0.4568, 1.9306, 4.2637], [-0.5463, 1.0250, 3.9266], [-1.8050, 1.1149, 4.5113], [-2.0048, 1.9820, 5.5833], [-0.3305, -0.3483, 2.2963], [1.6538, -0.9846, 2.6703], [2.7348, -0.8649, 1.7921], [4.0303, -0.9429, 2.2972], [4.2354, -1.1727, 3.6603], [3.1548, -1.3327, 4.5301], [1.8585, -1.2496, 4.0264], [-1.7124, -1.8307, 2.7231], [-1.1993, -2.9689, 3.3612], [-2.0839, -4.0014, 3.7110], [-3.4441, -3.8629, 3.3824], [-3.9194, -2.7561, 2.6839], [-3.0428, -1.7405, 2.3406], [-1.1321, 3.5219, 6.7904], [1.0410, 3.5039, 5.6019], [1.3556, 2.0053, 3.6674], [-2.6507, 0.5737, 4.0951], [-2.9762, 2.0271, 6.0655], [2.5440, -0.7042, 0.7345], [4.8684, -0.8283, 1.5938], [5.2524, -1.1896, 4.0353], [3.3206, -1.5208, 5.5834], [1.0191, -1.3467, 4.7229], [-0.1249, -3.0991, 3.5550], [-1.7085, -4.9096, 4.2161], [-4.1235, -4.6672, 3.6259], [-4.9598, -2.6703, 2.3966], [-3.3489, -0.9010, 1.7398]], "atomic_forces_ev_per_a": [[-0.21, -1.84, -2.49], [2.54, 1.82, -1.68], [0.74, -3.28, -2.30], [0.31, -0.70, -0.36], [-1.23, 0.55, -1.00], [-3.95, 4.21, 6.57], [1.12, 0.24, 0.81], [1.53, 0.91, 0.05], [0.74, 0.59, -0.19], [-1.23, -0.37, -0.82], [-0.19, -0.72, 0.57], [0.38, -1.36, 1.02], [-0.72, -0.21, 0.11], [0.03, -0.23, -0.15], [-0.20, -0.30, -0.56], [-0.19, -0.27, -0.04], [0.07, -0.02, -0.39], [-0.09, 0.08, 0.22], [-0.39, -0.09, -0.60], [-0.20, 0.20, 0.31], [0.15, 0.12, -0.24], [0.69, 1.68, -0.04], [-0.08, -0.21, 0.27], [-0.29, 0.08, 0.33], [0.01, -0.15, -0.33], [-0.06, 0.21, -0.17], [0.16, -0.10, -0.54], [0.24, 0.10, 0.35], [0.42, -1.04, 0.09], [-0.31, -0.59, 0.13], [-0.08, 0.29, -0.15], [0.49, -0.25, 0.04], [0.17, -0.01, 0.14], [0.27, 0.01, 0.07], [0.00, 0.05, 0.18], [-0.14, -0.09, 0.00], [0.25, -0.24, 0.15], [0.15, -0.26, 0.31], [0.13, 0.06, -0.06], [0.34, 0.26, 0.37], [-0.34, -0.08, 0.55], [-0.10, -0.10, 0.05], [-0.01, 0.02, -0.05], [0.28, 0.09, -0.26], [-0.55, 0.19, -0.02], [-0.32, 0.65, -0.36], [-0.06, 0.00, 0.07], [0.02, -0.15, 0.05], [-0.30, 0.22, -0.04]], "largest_force_ev_per_a": 8.75, "spin_multiplicity": 5, "homo_lumo_gap_ha": [0.194, 0.231], "homo_ev": [-7.61, -12.18], "charge": 1, "e_tot_ev": -43515.019}

---

Record 2
{"formula": "C23H24BFO4", "method": "ωB97M-V/def2-TZVPD", "species": ["C", "C", "C", "C", "C", "B", "O", "C", "C", "C", "C", "O", "C", "O", "O", "H", "H", "H", "H", "H", "H", "H", "H", "H", "H", "H", "H", "H", "H", "F", "C", "C", "C", "C", "C", "C", "C", "C", "C", "C", "C", "C", "C", "H", "H", "H", "H", "H", "H", "H", "H", "H", "H"], "xyz": [[1.0801, -5.7336, 1.2566], [1.8184, -4.9475, 0.1638], [1.1319, -4.8423, -1.0814], [1.3448, -3.7818, -2.0945], [1.1611, -2.4755, -2.0710], [-1.4904, -2.0153, 2.5668], [-0.1868, -2.0399, 3.0989], [0.6072, -1.3373, 2.0536], [-0.3742, -0.7960, 0.9555], [0.3033, 0.0940, -0.1014], [-1.6837, -0.0826, 1.7222], [-2.2726, -0.8847, 2.7986], [-0.9979, -2.1177, 0.3804], [-1.7608, -2.8200, 1.4132], [2.8881, -4.3604, 0.4525], [0.8124, -6.7774, 1.0484], [1.7055, -5.7272, 2.1490], [0.1700, -5.1272, 1.3833], [0.5658, -5.7111, -1.4150], [1.7099, -4.3495, -2.9980], [1.1475, -0.5523, 2.5927], [1.3311, -2.0356, 1.5902], [-0.5177, 0.6492, -0.5517], [0.9231, 0.8091, 0.4740], [0.8643, -1.4944, -1.7263], [-1.4023, 0.8736, 2.1691], [-2.5138, 0.1279, 1.0348], [-1.6651, -1.8929, -0.4642], [-0.2335, -2.7641, -0.0994], [0.3865, 4.3619, -4.4333], [0.6415, 3.1810, -3.7725], [1.8635, 3.0299, -3.1193], [2.0793, 1.8609, -2.3875], [1.1262, 0.8126, -2.2865], [1.1719, -0.3701, -1.2990], [-0.5267, 3.9601, 0.7893], [-0.0321, 4.2039, 2.0195], [-0.9982, 4.5346, 3.0296], [-2.3475, 4.6486, 2.6860], [-2.7445, 4.5046, 1.3553], [-1.7882, 4.1411, 0.3565], [-0.0776, 1.0446, -2.9766], [-0.3135, 2.1752, -3.7568], [2.6477, 3.7824, -3.2012], [3.0180, 1.7683, -1.8366], [2.1799, -0.4471, -0.8862], [1.0272, 4.1771, 2.2875], [-0.6798, 4.6782, 4.0677], [-3.0954, 4.8246, 3.4705], [-3.7953, 4.6336, 1.0900], [-2.1055, 4.0316, -0.6770], [-0.8607, 0.2964, -2.9047], [-1.2427, 2.2792, -4.3154]], "atomic_forces_ev_per_a": [[0.31, 0.24, -0.21], [0.69, 0.59, 0.97], [0.39, 0.75, -0.45], [0.56, -1.99, 1.66], [1.05, -7.31, -4.53], [0.84, -0.14, -0.72], [-0.35, 0.19, -1.07], [-0.55, -0.07, 0.42], [-1.11, -1.76, 1.18], [-1.05, 0.54, 0.60], [0.69, 0.50, -0.53], [0.74, -0.71, -0.44], [-0.15, 0.25, -0.76], [0.81, 1.11, 0.38], [-1.42, -0.32, -0.50], [-0.01, 0.34, -0.34], [-0.18, 0.12, 0.03], [0.08, -0.47, 0.43], [-0.02, 0.30, -0.02], [-0.72, 1.70, -0.04], [-0.08, 0.04, -0.26], [-0.30, 0.21, 0.28], [-0.07, 0.29, 0.12], [-0.24, 0.16, -0.24], [-1.04, 3.48, 0.10], [0.32, -0.07, -0.04], [0.49, -0.23, -0.35], [-0.25, 0.15, 0.34], [-0.10, -0.03, 0.80], [0.20, -1.13, 0.43], [0.31, 0.45, -0.19], [-0.38, -0.34, -0.11], [0.27, -0.86, 0.41], [-0.74, 0.00, -0.17], [0.90, 5.03, 3.37], [0.10, 0.12, 0.15], [0.00, 0.25, 1.55], [0.26, -0.25, -0.67], [0.21, -0.14, -0.05], [0.50, -0.30, -0.15], [-1.40, 0.23, 0.09], [0.20, -0.27, -0.25], [-0.04, 0.13, 0.20], [-0.36, -0.10, 0.12], [-0.17, -0.03, -0.22], [0.16, -0.47, -0.43], [-0.32, -0.16, -0.12], [0.01, -0.05, -0.45], [0.38, 0.08, -0.44], [0.32, -0.06, -0.09], [0.04, -0.09, 0.10], [-0.01, 0.01, -0.10], [0.22, 0.09, 0.20]], "largest_force_ev_per_a": 8.67, "spin_multiplicity": 1, "homo_lumo_gap_ha": 0.075, "homo_ev": -6.22, "charge": 0, "e_tot_ev": -35810.281}

---

Record 3
{"formula": "C23H24F5N3NiSTe", "method": "ωB97M-V/def2-TZVPD", "species": ["Ni", "N", "C", "C", "C", "C", "C", "C", "H", "H", "H", "H", "H", "H", "H", "F", "C", "F", "C", "F", "F", "F", "C", "C", "C", "C", "C", "C", "Te", "C", "C", "C", "H", "H", "H", "H", "H", "H", "H", "H", "H", "H", "H", "N", "C", "S", "C", "C", "C", "N", "C", "C", "H", "H", "H", "H", "H", "H"], "xyz": [[0.3982, -0.8262, -0.3314], [2.2378, -1.4750, -1.1820], [3.3269, -0.5578, -1.0389], [4.1416, -0.6204, 0.0819], [5.1248, 0.3423, 0.2670], [5.2928, 1.3655, -0.6538], [4.4793, 1.4140, -1.7785], [3.5007, 0.4532, -1.9763], [2.3976, -2.3392, -0.6720], [2.0589, -1.7040, -2.1532], [3.9892, -1.4020, 0.8166], [5.7566, 0.2927, 1.1444], [6.0451, 2.1262, -0.4970], [4.6006, 2.2130, -2.4987], [2.8548, 0.4974, -2.8465], [1.6352, -0.9020, 2.3088], [0.8281, -1.6650, 1.4678], [1.5526, -2.8436, 1.2746], [-0.3623, -2.0643, 2.3367], [-1.1287, -0.9790, 2.5599], [-1.1104, -2.9841, 1.7187], [-0.0105, -2.5613, 3.5324], [-6.0987, -2.2044, 2.2007], [-4.9913, -2.0455, 1.1949], [-4.4866, -3.1321, 0.4988], [-3.4505, -3.0040, -0.4223], [-2.9410, -4.2401, -1.1098], [-2.9036, -1.7378, -0.6574], [-1.3088, -1.5619, -2.0633], [-3.4025, -0.6245, 0.0293], [-2.8452, 0.7592, -0.1620], [-4.4360, -0.7990, 0.9426], [-6.4405, -3.2377, 2.2494], [-6.9549, -1.5769, 1.9467], [-5.7648, -1.9134, 3.1984], [-4.9027, -4.1174, 0.6804], [-3.5184, -5.1122, -0.8044], [-1.8911, -4.4145, -0.8659], [-3.0009, -4.1482, -2.1957], [-1.8474, 0.8452, 0.2797], [-3.4828, 1.4977, 0.3245], [-2.7577, 1.0104, -1.2203], [-4.8135, 0.0678, 1.4761], [1.5828, 6.0594, -0.9998], [2.4831, 5.1159, -0.6859], [4.0952, 5.3905, -0.5728], [1.9055, 3.7551, -0.4770], [2.3518, 2.9513, 0.5616], [1.8243, 1.6822, 0.7016], [0.9163, 1.1838, -0.1441], [0.4755, 1.9615, -1.1386], [0.9331, 3.2507, -1.3337], [1.9039, 7.0021, -1.1461], [0.5944, 5.8858, -0.9315], [3.1138, 3.3068, 1.2399], [2.1434, 1.0267, 1.4977], [-0.2572, 1.5117, -1.7995], [0.5643, 3.8255, -2.1727]], "atomic_forces_ev_per_a": [[0.00, -0.11, 0.11], [-0.01, 0.02, -0.03], [-0.01, -0.01, 0.00], [0.00, 0.02, 0.01], [0.00, -0.01, 0.01], [0.00, 0.00, 0.00], [0.00, 0.01, 0.00], [0.00, 0.00, 0.01], [0.00, 0.00, 0.00], [0.00, -0.01, 0.00], [0.00, 0.00, 0.00], [0.00, 0.00, 0.00], [0.00, 0.00, 0.00], [0.00, 0.00, 0.00], [0.00, 0.00, 0.00], [0.00, -0.03, -0.02], [0.02, 0.06, -0.06], [0.03, 0.03, 0.03], [-0.03, -0.01, 0.01], [0.00, -0.03, 0.00], [0.02, 0.03, 0.02], [-0.01, 0.01, -0.04], [-0.01, 0.00, 0.00], [0.01, 0.00, 0.00], [-0.01, 0.01, 0.01], [0.00, 0.00, 0.00], [0.00, -0.01, -0.01], [0.00, -0.02, -0.01], [0.00, 0.04, -0.03], [0.00, 0.01, 0.01], [-0.01, 0.02, 0.00], [0.00, 0.00, -0.01], [0.00, 0.00, 0.00], [0.00, 0.00, 0.00], [0.00, 0.00, 0.00], [0.00, 0.00, 0.00], [0.00, 0.00, 0.00], [0.00, 0.00, 0.00], [0.00, 0.00, 0.00], [0.01, -0.01, -0.01], [0.00, 0.00, 0.00], [0.01, 0.00, 0.00], [0.00, 0.00, 0.00], [0.02, 0.01, -0.01], [-0.06, -0.03, 0.03], [0.03, 0.01, -0.01], [0.02, 0.03, -0.01], [-0.01, -0.02, 0.00], [0.02, 0.00, 0.01], [-0.04, 0.01, -0.04], [0.02, 0.01, 0.01], [-0.01, -0.01, 0.00], [0.00, 0.00, 0.00], [0.00, 0.00, 0.00], [0.00, 0.00, 0.00], [0.00, -0.01, 0.00], [0.00, 0.00, 0.00], [0.00, 0.01, 0.00]], "largest_force_ev_per_a": 0.16, "spin_multiplicity": 3, "homo_lumo_gap_ha": [0.236, 0.239], "homo_ev": [-7.28, -7.38], "charge": 0, "e_tot_ev": -101471.338}

---

Record 4
{"formula": "C23H24F6N3OP2SSc", "method": "ωB97M-V/def2-TZVPD", "species": ["Sc", "O", "N", "C", "C", "C", "C", "C", "C", "C", "P", "C", "C", "C", "C", "C", "C", "C", "C", "C", "C", "C", "C", "H", "H", "H", "H", "H", "H", "H", "H", "H", "H", "H", "H", "H", "H", "H", "H", "S", "C", "N", "C", "C", "C", "N", "H", "H", "H", "H", "H", "H", "H", "H", "F", "P", "F", "F", "F", "F", "F"], "xyz": [[0.4218, -0.5517, -1.8916], [2.2979, -1.1570, -3.0766], [2.4654, -0.9333, -1.7063], [3.6010, -1.0644, -1.1352], [3.7660, -0.8464, 0.2837], [5.0748, -0.8367, 0.7885], [5.3231, -0.6217, 2.1330], [4.2696, -0.4098, 3.0057], [2.9629, -0.4264, 2.5354], [2.6935, -0.6408, 1.1884], [0.9126, -0.6459, 0.7555], [0.1808, -2.1554, 1.4276], [0.9926, -3.2076, 1.8768], [0.3987, -4.3469, 2.3867], [-0.9868, -4.4887, 2.3690], [-1.7939, -3.4531, 1.9040], [-1.2210, -2.2903, 1.4309], [0.2141, 0.8409, 1.5384], [0.6951, 2.0715, 1.0681], [0.2665, 3.2453, 1.6583], [-0.6639, 3.2047, 2.6929], [-1.1460, 1.9853, 3.1479], [-0.7240, 0.7976, 2.5715], [3.1346, -1.4388, -3.5204], [4.4839, -1.3462, -1.7161], [5.9060, -0.9796, 0.1141], [6.3361, -0.6175, 2.4993], [4.4530, -0.2375, 4.0538], [2.1420, -0.2888, 3.2256], [2.0702, -3.1165, 1.8578], [1.0158, -5.1324, 2.7954], [-1.4338, -5.4193, 2.6881], [-2.8654, -3.5751, 1.8968], [-1.8467, -1.4894, 1.0536], [1.4221, 2.1001, 0.2609], [0.6697, 4.1921, 1.3353], [-1.0012, 4.1219, 3.1521], [-1.8361, 1.9522, 3.9756], [-1.0859, -0.1466, 2.9493], [0.4911, 1.8784, -2.5197], [-1.2013, 2.3347, -2.4608], [-1.8900, 2.4388, -3.5746], [-3.2890, 2.8470, -3.5935], [-3.9453, 2.4929, -2.2648], [-3.1115, 3.0350, -1.1140], [-1.7320, 2.5937, -1.2768], [-1.4362, 2.2820, -4.4680], [-3.7783, 2.3264, -4.4180], [-3.3480, 3.9215, -3.7943], [-4.0203, 1.4080, -2.1794], [-4.9478, 2.9128, -2.2219], [-3.4693, 2.6534, -0.1584], [-3.1429, 4.1271, -1.0844], [-1.1294, 2.5927, -0.4614], [-0.2803, -2.4594, -2.0070], [-1.8215, -1.9386, -2.6779], [-1.4259, -0.5319, -1.3823], [-0.7454, -0.8959, -3.5410], [-1.8348, -2.9850, -3.7795], [-2.9886, -1.0099, -3.0824], [-2.5161, -2.6730, -1.5128]], "atomic_forces_ev_per_a": [[1.62, 2.14, -1.04], [0.59, -0.16, -0.09], [1.22, -0.24, 0.16], [0.03, -0.05, -0.32], [0.03, 0.09, 0.78], [-0.37, -0.03, -0.38], [-0.12, 0.07, 0.17], [0.11, -0.07, -0.08], [-0.14, -0.03, -0.27], [-0.13, -0.03, -0.23], [0.20, -0.15, 1.94], [0.52, 1.04, -0.50], [0.11, -0.76, 0.24], [0.92, 0.38, -0.13], [-0.19, -0.12, -0.01], [-0.20, 0.65, -0.26], [-0.81, -0.38, 0.02], [0.01, -0.38, -0.40], [0.28, -0.05, -0.04], [0.07, -0.01, -0.02], [0.01, -0.08, -0.03], [-0.07, -0.17, 0.05], [0.01, 0.02, 0.01], [-0.63, 0.18, 0.15], [-0.12, 0.07, 0.03], [0.08, -0.07, -0.10], [0.16, 0.01, 0.02], [0.05, 0.00, 0.14], [-0.01, 0.10, 0.10], [0.00, -0.02, 0.05], [0.05, -0.10, -0.01], [-0.05, -0.04, 0.10], [-0.12, 0.04, 0.01], [0.00, -0.07, -0.02], [-0.06, 0.08, 0.14], [0.04, 0.11, -0.10], [0.00, 0.07, 0.06], [-0.12, 0.01, 0.09], [-0.04, -0.03, 0.09], [0.29, -0.31, 0.00], [0.49, -0.17, 0.26], [0.07, -0.08, -0.06], [-0.63, 0.25, -0.05], [0.18, 0.06, -0.05], [-0.39, 0.14, 0.01], [-0.01, 0.05, -0.11], [0.15, -0.04, 0.35], [0.05, 0.06, 0.06], [0.00, -0.10, 0.03], [-0.08, -0.02, 0.02], [-0.01, -0.03, -0.03], [-0.03, 0.05, -0.01], [-0.03, -0.04, 0.02], [0.01, -0.07, -0.32], [-1.00, -0.83, -0.41], [0.38, 1.07, 0.13], [-1.48, -0.53, 0.46], [-0.93, -0.92, -0.42], [-0.06, 0.02, 0.28], [0.09, -0.63, 0.00], [0.01, 0.06, -0.44]], "largest_force_ev_per_a": 2.88, "spin_multiplicity": 2, "homo_lumo_gap_ha": [0.288, 0.168], "homo_ev": [-17.73, -17.60], "charge": 3, "e_tot_ev": -97157.492}